# 1
# C18H18N2O4

The molecule C18H18N2O4 in a non-equilibrium geometry (ωB97M-V/def2-TZVPD, the Open Molecules 2025 dataset).

Structure (XYZ):
```
42
Properties=species:S:1:pos:R:3:forces:R:3
C -3.080818 -1.817008 1.959229 -0.1 0.1 -0.1
C -3.987321 -1.842570 0.766794 0.1 0.2 0.0
C -4.641912 -2.995375 0.373125 0.0 0.1 0.0
C -5.475890 -3.005740 -0.733951 -0.1 -0.1 -0.1
C -5.657237 -1.845870 -1.460186 0.0 -0.1 0.0
C -5.013014 -0.676681 -1.086407 0.1 0.3 0.0
C -4.181225 -0.668088 0.023742 0.0 -0.2 0.0
O -3.503546 0.431795 0.477171 0.0 -0.2 0.1
C -3.671234 1.663339 -0.192595 0.0 0.5 -0.1
C -2.865949 2.707312 0.584138 -0.3 -0.2 -0.3
N -1.469638 2.353576 0.623132 -0.2 -0.3 0.2
C -0.532977 3.009712 -0.101006 0.0 -0.1 0.2
O -0.770450 4.023229 -0.729014 0.1 0.2 -0.2
C 0.832669 2.426763 -0.050685 0.2 -0.3 -0.2
C 1.099430 1.118301 -0.017325 -0.4 0.5 0.0
C 2.420648 0.510597 -0.038069 0.6 -0.3 0.0
C 2.519459 -0.876410 -0.202077 0.0 0.4 0.0
C 3.745811 -1.504161 -0.228193 0.5 -0.1 0.0
C 4.900105 -0.743298 -0.081598 -1.3 0.6 0.0
C 4.828413 0.635376 0.089775 0.3 -0.2 0.0
C 3.597488 1.253373 0.110918 -0.2 -0.2 0.0
H 3.546496 2.320657 0.252443 0.0 0.1 0.0
H 5.742068 1.198339 0.204869 0.0 0.0 0.0
N 6.185374 -1.390931 -0.102782 0.5 -0.3 0.0
O 7.169365 -0.694333 0.030482 0.2 0.1 0.0
O 6.206468 -2.594751 -0.251670 0.1 -0.2 0.0
H 3.830874 -2.572199 -0.358032 0.0 0.0 0.0
H 1.619745 -1.462793 -0.316666 -0.1 0.0 0.0
H 0.281509 0.406954 -0.004489 -0.1 0.0 0.0
H 1.615763 3.163455 -0.152032 0.1 0.1 0.0
H -1.244512 1.484100 1.078640 0.1 0.1 0.0
H -3.251313 2.774922 1.605422 0.0 0.1 -0.1
H -2.943346 3.678485 0.091530 -0.1 -0.1 0.1
H -3.294787 1.594914 -1.222266 -0.1 0.0 0.1
H -4.728688 1.956092 -0.214459 0.1 -0.1 0.0
H -5.167577 0.218102 -1.668637 0.0 0.1 0.0
H -6.302950 -1.839201 -2.325418 -0.1 0.0 -0.1
H -5.979036 -3.915333 -1.023933 0.0 -0.1 0.0
H -4.497588 -3.901019 0.944385 0.0 -0.1 0.1
H -2.053301 -1.628571 1.648537 0.1 0.0 0.1
H -3.371621 -1.014534 2.634997 0.1 0.0 0.1
H -3.116547 -2.763499 2.491543 0.0 -0.1 0.0
```
Positions in Å, forces in eV/Å.

Total energy = -1107.0979 Ha
Kohn-Sham gap = 0.284 Ha
Lowest unoccupied orbital energy = -1.0 eV
Net charge = 0
SMILES string = Cc1ccccc1OCCNC(=O)/C=C/c1ccc([N+](=O)[O-])cc1
ΔE to the lowest compared entry with this formula, charge and spin = 99.65 kcal/mol

These are the Löwdin partial charges, in e, on atoms 1 to 2:
1. C -0.0350
2. C -0.2071

=====

# 2
# C5H16NO

A 2-piece molecular cluster, C5H16NO overall in a non-equilibrium geometry (ωB97M-V/def2-TZVPD, the Open Molecules 2025 dataset).

Structure (XYZ):
```
23
Properties=species:S:1:pos:R:3:forces:R:3
C 0.008244 1.043096 2.141431 -0.5 0.9 0.2
C 0.015062 0.521202 0.714485 -0.1 1.2 -0.3
C -0.952694 -0.663524 0.393445 1.6 0.2 0.8
C -1.306222 -0.896474 -1.071338 -0.6 -0.2 0.7
C -0.103129 -1.107172 -1.978761 -0.8 -1.5 -0.5
N -0.472055 1.669964 -0.211944 -0.6 -1.5 0.2
H 0.374025 2.099260 2.160057 0.1 -0.9 0.1
H 0.654712 0.415868 2.745233 0.1 0.1 0.1
H -0.978216 1.098228 2.633987 0.2 -0.3 -0.4
H 1.078850 0.506007 0.422571 -0.7 -1.1 0.0
H -0.443969 -1.549577 0.769514 0.1 -0.2 0.0
H -1.821621 -0.584836 1.047421 -0.2 0.3 -0.2
H -1.996713 -1.746397 -1.037611 0.4 -0.2 -0.3
H -1.990425 -0.119278 -1.407326 0.1 0.4 -0.4
H -0.433425 -1.436928 -2.968781 -0.2 0.6 -0.1
H 0.509808 -0.222734 -2.101585 0.5 0.0 0.1
H 0.454315 -2.013548 -1.678209 0.2 0.9 0.4
H -0.430152 1.232741 -1.137563 0.0 0.7 -0.1
H 0.077312 2.521267 -0.146398 -0.2 0.1 0.0
H -1.461751 1.769451 0.014046 0.0 0.8 -0.2
H 3.083679 -1.343187 0.840122 -0.2 0.3 -0.1
H 3.412707 -0.542739 -0.406186 -0.2 0.0 0.1
O 2.721660 -0.650689 0.263389 0.7 -0.4 0.0
```
Positions in Å, forces in eV/Å.

Total energy = -329.8511 Ha
Kohn-Sham gap = 0.445 Ha
Lowest unoccupied orbital energy = -3.1 eV
Net charge = +1
ΔE to the lowest compared entry with this formula, charge and spin = 18.65 kcal/mol

These are the Löwdin partial charges, in e, on atoms 1 to 2:
1. C -0.0420
2. C -0.3199

=====

# 3
# C2H5BrN3

A 2-piece molecular cluster, C2H5BrN3 overall in a non-equilibrium geometry (ωB97M-V/def2-TZVPD, the Open Molecules 2025 dataset).

Structure (XYZ):
```
11
Properties=species:S:1:pos:R:3:forces:R:3
C -0.385900 -1.305647 0.449018 1.4 0.2 3.5
C -0.264527 -0.177952 -1.462457 -1.3 -0.6 -0.3
N -1.295016 -1.758355 -0.433491 -1.8 -2.0 -3.2
N -1.230758 -1.225189 -1.585902 -0.1 0.3 1.3
N 0.191287 -0.164699 -0.284610 -0.2 -1.5 0.9
Br 1.011215 2.963308 1.232651 0.6 1.2 1.0
H -0.955147 -1.114137 1.469093 1.3 0.3 -1.9
H 0.387398 -2.162891 0.733343 -1.3 1.7 -0.8
H -0.056994 0.556014 -2.208645 0.3 0.1 -0.6
H 1.656598 4.004435 2.104652 -0.7 -1.3 -1.0
H 0.941845 0.385113 -0.013651 1.7 1.5 1.0
```
Positions in Å, forces in eV/Å.

Total energy = -2817.1317 Ha
Kohn-Sham gap = 0.296 Ha
Lowest unoccupied orbital energy = -6.6 eV
Net charge = +1
ΔE to the lowest compared entry with this formula, charge and spin = 58.02 kcal/mol

These are the Löwdin partial charges, in e, on atoms 1 to 2:
1. C -0.1496
2. C 0.0186

=====

# 4
# C2H8NO

A 2-piece molecular cluster, C2H8NO overall in a non-equilibrium geometry (ωB97M-V/def2-TZVPD, the Open Molecules 2025 dataset).

Structure (XYZ):
```
12
Properties=species:S:1:pos:R:3:forces:R:3
O 1.070988 -0.692543 2.406377 0.4 -0.2 -0.4
H -0.221882 0.135563 0.627044 0.6 -0.6 0.4
H 2.020171 -0.790128 2.235932 -0.2 0.2 0.1
H 0.884673 -1.496983 2.905726 -0.3 0.1 0.1
C -1.509477 -0.007148 -1.047148 0.2 0.4 0.5
C 0.823313 0.712485 -0.931221 0.7 1.2 0.1
N -0.205621 0.234855 -0.382708 -0.9 0.2 -0.3
H -1.507684 -0.985529 -1.504148 0.1 -0.1 -0.3
H -1.681364 0.809650 -1.734303 -0.1 -0.1 -0.4
H -2.275162 0.019943 -0.279598 0.0 0.0 0.1
H 1.713236 0.933644 -0.367070 0.1 -0.3 0.6
H 0.888811 1.126189 -1.928882 -0.6 -0.7 -0.5
```
Positions in Å, forces in eV/Å.

Total energy = -210.7169 Ha
Kohn-Sham gap = 0.390 Ha
Lowest unoccupied orbital energy = -5.2 eV
Net charge = +1
ΔE to the lowest compared entry with this formula, charge and spin = 22.73 kcal/mol

These are the Löwdin partial charges, in e, on atoms 1 to 2:
1. O -0.0544
2. H 0.1394

=====

# 5
# C2H12N4

A 2-piece molecular cluster, C2H12N4 overall in a non-equilibrium geometry (ωB97M-V/def2-TZVPD, the Open Molecules 2025 dataset).

Structure (XYZ):
```
18
Properties=species:S:1:pos:R:3:forces:R:3
N 0.557517 2.366807 0.653584 -0.8 -0.6 -0.1
C -0.402496 1.961468 -0.312344 -0.8 -0.8 -0.3
N 0.037379 1.724538 -1.699193 0.2 1.3 0.2
H 1.153823 1.604778 0.930034 0.4 0.4 0.1
H 0.944917 3.263143 0.469484 0.8 0.3 -0.1
H -0.893602 1.055390 0.056922 0.1 0.1 0.3
H -1.197501 2.705538 -0.384792 0.1 0.2 0.0
H 0.658400 0.959738 -1.872847 0.1 -0.5 0.2
H -0.762990 1.691662 -2.303111 -0.1 -0.2 -0.3
N -0.131863 -2.967403 0.001849 -0.1 -0.4 0.4
C -0.351639 -1.567699 0.315745 0.5 -0.3 0.6
N 0.441361 -1.075606 1.431460 0.1 0.4 -0.3
H 0.685245 -3.189082 -0.549047 -0.1 0.2 -0.1
H -0.942977 -3.439318 -0.359214 -0.1 0.0 -0.2
H -0.116599 -0.928628 -0.535761 -0.3 0.2 0.0
H -1.382256 -1.456671 0.648434 -0.2 0.1 -0.5
H 0.280966 -1.576924 2.292357 -0.1 -0.2 -0.1
H 1.422314 -1.131731 1.216440 0.3 -0.1 0.0
```
Positions in Å, forces in eV/Å.

Total energy = -302.3933 Ha
Kohn-Sham gap = 0.361 Ha
Lowest unoccupied orbital energy = 0.9 eV
Net charge = 0
SMILES string = NCN.NCN
ΔE to the lowest compared entry with this formula, charge and spin = 5.26 kcal/mol

These are the Löwdin partial charges, in e, on atoms 1 to 2:
1. N 0.0158
2. C -0.4000

=====

# 6
# C4H9INO

A 2-piece molecular cluster, C4H9INO overall in a non-equilibrium geometry (ωB97M-V/def2-TZVPD, the Open Molecules 2025 dataset).

Structure (XYZ):
```
16
Properties=species:S:1:pos:R:3:forces:R:3
C 0.735708 1.731294 0.816732 1.4 -3.2 -0.5
C -0.484673 -1.825051 0.385479 1.2 -0.5 0.8
C -0.438822 -0.421820 0.851458 -2.8 1.5 1.7
C 0.750200 0.329282 0.471965 0.4 0.2 0.0
N -0.269802 0.765796 -1.701703 -3.7 -2.3 0.5
O -0.090012 2.483741 0.427867 -2.5 2.1 -0.8
I 2.528443 -0.516449 -0.091410 0.1 0.3 0.3
H 1.488246 1.957323 1.488856 2.0 1.4 1.4
H -1.086647 -2.413685 1.006812 -2.2 -0.5 0.3
H 0.377320 -2.459468 0.588516 1.0 0.8 -0.3
H -0.664475 -1.825014 -0.639575 -0.7 -0.6 -1.7
H -0.478500 -0.408303 2.003680 0.0 0.1 -1.4
H -1.401650 0.248828 0.495696 2.3 -1.9 1.0
H 0.409582 0.343887 -2.230671 2.1 -1.4 -1.5
H -0.174025 1.718202 -1.854228 -0.7 2.1 -0.7
H -1.200886 0.291437 -2.019478 2.1 1.9 0.8
```
Positions in Å, forces in eV/Å.

Total energy = -585.0393 Ha
Kohn-Sham gap (spin up / spin down) = 0.297 / 0.208 Ha
Lowest unoccupied orbital energy (spin up / spin down) = -4.7 / -8.7 eV
Net charge = +1
Spin multiplicity = 3
ΔE to the lowest compared entry with this formula, charge and spin = 10.56 kcal/mol

These are the Löwdin partial charges, in e, on atoms 1 to 2:
1. C -0.2609
2. C -0.1354

=====

# 7
# C4H9P

C4H9P as an isolated structure in a non-equilibrium geometry (ωB97M-V/def2-TZVPD, the Open Molecules 2025 dataset).

Structure (XYZ):
```
14
Properties=species:S:1:pos:R:3:forces:R:3
C 0.727833 1.004715 -1.027182 3.6 0.0 -1.4
C 0.680225 0.156281 -0.065874 -5.0 -2.1 2.3
C 1.684672 -0.767852 0.400555 0.5 -1.0 0.4
C -1.099065 -0.178641 0.860519 4.3 0.3 -2.0
P -2.204691 0.894884 -0.014973 0.7 2.1 -0.1
H -0.056517 1.431652 -1.516280 -2.1 1.4 -0.8
H 1.720232 1.122682 -1.564097 -1.1 0.0 0.7
H 1.553026 -1.007256 1.457687 0.7 0.7 0.3
H 2.620936 -0.273597 0.082812 0.2 -1.0 0.6
H 1.528751 -1.805957 0.016244 0.3 0.9 -0.5
H -0.693523 0.105815 1.801560 -0.3 0.5 0.9
H -1.365262 -1.219378 0.861391 0.3 -0.5 -0.2
H -3.220876 0.047953 0.026647 -2.1 -1.3 0.1
H -1.875744 0.488696 -1.319007 0.0 -0.1 -0.2
```
Positions in Å, forces in eV/Å.

Total energy = -499.0243 Ha
Kohn-Sham gap = 0.366 Ha
Lowest unoccupied orbital energy = 0.9 eV
Net charge = 0
ΔE to the lowest compared entry with this formula, charge and spin = 49.77 kcal/mol

These are the Löwdin partial charges, in e, on atoms 1 to 2:
1. C -0.0465
2. C -0.2997

=====

# 8
# C6H10NO

An isolated ion of composition C6H10NO and charge +1 in a non-equilibrium geometry (ωB97M-V/def2-TZVPD, the Open Molecules 2025 dataset).

Structure (XYZ):
```
18
Properties=species:S:1:pos:R:3:forces:R:3
C 2.322471 -0.166937 -0.083447 -1.4 -0.8 -0.1
C 0.148373 -0.604564 -0.009200 -2.0 -1.3 -0.3
C -0.723429 -1.113710 -1.170926 2.8 -1.4 -2.3
C -0.514186 -0.771495 1.361316 -2.2 0.1 -1.6
C -0.568732 1.905762 0.060656 -2.3 -0.3 -2.4
C 0.425429 0.888072 -0.165002 0.7 2.3 1.3
N 1.738039 1.036628 -0.160191 -1.5 -3.4 -0.1
O 1.397032 -1.203624 -0.090953 3.9 1.5 0.2
H 3.354971 -0.352895 -0.065102 1.0 -0.3 0.0
H -0.856985 -2.267241 -1.205411 -0.1 1.9 0.8
H -0.130747 -0.980263 -2.182039 -1.1 0.1 1.9
H -1.593230 -0.521293 -1.230136 -1.3 0.2 -0.1
H -1.546713 -0.329388 1.139413 1.3 -0.7 0.9
H -0.670853 -1.843845 1.588705 0.4 0.6 0.0
H -0.020405 -0.196485 2.114850 0.3 0.0 0.7
H -1.605682 1.563431 0.145900 0.3 -0.8 -0.5
H -0.534661 2.393559 -0.915435 -0.3 1.0 0.2
H -0.620700 2.564282 0.867004 1.4 1.3 1.5
```
Positions in Å, forces in eV/Å.

Total energy = -364.1678 Ha
Kohn-Sham gap (spin up / spin down) = 0.313 / 0.248 Ha
Lowest unoccupied orbital energy (spin up / spin down) = -4.0 / -9.6 eV
Net charge = +1
Spin multiplicity = 3
ΔE to the lowest compared entry with this formula, charge and spin = 13.79 kcal/mol

These are the Löwdin partial charges, in e, on atoms 1 to 2:
1. C 0.0183
2. C -0.5129